Here is a molecular structure, C5H11NO2 at a distorted geometry from the Open Molecules 2025 dataset. Energies are from the ωB97M-V functional and the def2-TZVPD basis.

As for the energy above the lowest of the compared OMol25 structures with the same formula, charge and spin: 125.4 kcal/mol. The LUMO energy is 0.0172 Ha. Its HOMO-LUMO gap is 0.3266 hartree. The total energy is -10943.8306 eV.

The geometry in XYZ format:
```
19
Properties=species:S:1:pos:R:3:forces:R:3
C -0.983405 -0.280160 1.292275 -1.0 3.7 -1.1
C 0.595070 -0.456620 -0.942134 -0.6 -3.4 1.1
C -1.094751 2.128060 -0.202822 -0.3 -0.4 0.4
C 2.095638 -0.564391 -0.944161 0.1 -0.2 -0.1
C -0.041459 -1.233519 0.762575 3.0 0.7 -3.3
O -0.366895 1.146761 0.494522 -0.5 -1.3 2.1
O -2.290312 -0.482020 0.922050 0.6 0.0 0.5
N 0.470494 -2.280739 1.245727 -0.7 1.2 -0.1
H -2.863555 0.051962 1.489817 0.1 -0.1 -0.2
H -0.798142 0.044713 2.312491 -0.2 -0.1 0.0
H 1.246533 -2.635207 0.671703 -0.4 0.1 0.0
H 0.295757 0.387754 -1.557361 -0.5 0.5 1.1
H 0.085585 -1.300732 -1.404707 0.6 -0.3 -0.7
H -0.672418 2.248277 -1.209120 -0.1 -0.3 -0.1
H -2.161794 1.880301 -0.300811 0.1 0.1 0.0
H -0.981535 3.117488 0.259003 -0.2 -0.2 0.2
H 2.451774 -1.511999 -0.537170 0.1 0.1 0.1
H 2.538264 0.257964 -0.379140 0.0 -0.1 0.0
H 2.475152 -0.517894 -1.972738 0.0 0.1 0.1
```
Forces are in eV/Å.

Here are the Mulliken charges for atoms 1 to 4, given in e: number 1, C, carries 0.34; number 2, C, carries -0.32; number 3, C, carries -0.66; number 4, C, carries -1.08



Here is a molecular structure, C16H26N2O4S2 at a distorted geometry from the Open Molecules 2025 dataset. Energies are from the ωB97M-V functional and the def2-TZVPD basis.

As for the energy above the lowest of the compared OMol25 structures with the same formula, charge and spin: 9.6 kcal/mol. The LUMO energy is -0.0146 Ha. Its HOMO-LUMO gap is 0.2973 hartree. The total energy is -49854.2234 eV.

The geometry in XYZ format:
```
50
Properties=species:S:1:pos:R:3:forces:R:3
C 3.480494 1.490517 0.981026 -0.3 0.1 -0.3
C 2.635392 2.001347 2.104147 -0.1 -0.3 0.0
O 2.983192 1.937027 3.240236 0.3 0.1 0.8
O 1.440674 2.552290 1.752704 0.4 0.3 -0.8
C 1.357370 3.948824 2.088524 -1.0 -0.1 0.3
C 0.094466 4.501314 1.418573 0.4 -0.7 -0.2
C -1.054121 3.531837 1.591224 0.3 0.7 0.4
C -1.450709 2.742641 0.476024 -0.4 -0.2 0.6
C -2.446245 1.813586 0.591104 0.7 0.0 -0.6
S -2.882111 0.809158 -0.806632 -0.5 -0.1 0.0
C -3.088288 1.678452 1.853986 -0.3 -0.5 -0.6
N -4.076239 0.825468 2.137228 -0.2 -0.2 0.1
S -4.456045 1.065729 3.672861 0.2 0.1 -0.2
N -3.418611 2.225821 4.053982 -0.1 0.0 0.4
C -2.703423 2.477951 2.954757 0.2 0.4 0.1
C -1.651820 3.422612 2.810818 -0.3 -0.3 -0.1
H 4.357115 2.129777 0.934778 0.2 0.1 0.0
H 3.813810 0.487598 1.208933 0.1 -0.2 0.0
H 2.965249 1.523847 0.028824 -0.1 -0.1 -0.1
H 2.250493 4.456472 1.736520 0.1 0.2 0.1
H 1.238885 4.038864 3.165243 0.3 0.1 0.2
H 0.316390 4.621400 0.361424 -0.1 0.1 -0.2
H -0.158066 5.469819 1.835449 0.1 0.2 0.1
H -0.924234 2.889216 -0.451364 0.0 -0.1 -0.2
H -1.746472 0.114006 -0.960338 0.2 0.2 0.1
H -1.359249 4.005457 3.669119 0.1 0.2 0.0
C 0.775046 -1.918684 -4.203177 -0.1 0.0 -0.1
C 0.729352 -0.585637 -3.472338 0.2 -0.3 0.1
C 2.117321 -0.143040 -3.032976 0.0 0.1 0.0
O -0.137090 -0.672295 -2.343581 -0.1 0.2 0.1
H 1.163514 -2.699265 -3.545578 0.0 0.0 0.0
H -0.226848 -2.220305 -4.508944 0.0 0.0 0.0
H 1.408921 -1.861760 -5.089893 0.0 0.0 0.0
H 0.295008 0.172981 -4.124797 -0.1 0.0 0.1
H 2.547297 -0.872745 -2.341176 0.0 -0.1 -0.1
H 2.065342 0.813563 -2.510824 0.0 0.0 0.0
H 2.789574 -0.038377 -3.885907 0.0 0.0 0.0
H 0.218516 -1.341917 -1.744075 -0.1 -0.2 -0.1
C -0.547965 -4.333726 1.126670 0.0 0.2 0.0
C -0.923901 -4.119193 -0.330763 0.1 -0.4 0.1
C -1.376944 -5.412249 -0.988855 0.0 0.1 -0.2
O 0.183664 -3.565439 -1.049654 0.0 0.3 -0.1
H 0.281850 -5.041711 1.206872 0.0 -0.1 0.0
H -0.224721 -3.396910 1.581381 0.0 0.0 0.0
H -1.390187 -4.724686 1.698100 0.0 0.0 0.0
H -1.720313 -3.377428 -0.396681 0.1 0.1 -0.1
H -0.571573 -6.152075 -0.971959 0.0 0.0 0.1
H -1.640788 -5.238658 -2.032340 0.0 0.0 0.0
H -2.242006 -5.833677 -0.476159 0.0 0.0 0.0
H 0.909034 -4.197799 -1.012491 0.0 0.0 0.0
```
Forces are in eV/Å.

Here are the Mulliken charges for atoms 1 to 4, given in e: number 1, C, carries -0.81; number 2, C, carries 0.54; number 3, O, carries -0.54; number 4, O, carries -0.10



Here is a molecular structure, C22H22N4O4PRhS2 at a distorted geometry from the Open Molecules 2025 dataset. Energies are from the ωB97M-V functional and the def2-TZVPD basis.

The LUMO energy (spin up / spin down) is 0.0960 / 0.0958 Ha. The expectation value of S² is 0.754. Its HOMO-LUMO gap (spin up / spin down) is 0.2341 / 0.2426 hartree. The total energy is -71295.0620 eV. Its net charge is -1. The multiplicity is 2.

The geometry in XYZ format:
```
56
Properties=species:S:1:pos:R:3:forces:R:3
Rh 0.001427 0.039882 -0.146447 0.9 0.5 -0.7
O -0.189327 -4.188410 0.325590 -0.2 -0.2 -0.1
C -0.445308 -3.040929 -0.056459 0.9 0.2 0.3
N 0.429558 -2.044529 -0.276263 -1.1 0.6 0.0
C 1.794435 -2.275266 -0.383044 0.7 -0.3 -0.1
C 2.384559 -3.545142 -0.513050 -0.3 0.1 0.0
C 3.736946 -3.680415 -0.758900 0.1 0.0 0.0
C 4.537347 -2.556845 -0.876948 0.1 -0.1 0.0
C 3.988268 -1.297675 -0.727589 -0.2 0.2 0.1
C 2.620673 -1.134710 -0.464615 0.4 -0.6 -0.1
N 1.972410 0.097161 -0.334160 0.0 0.4 0.0
C 2.653384 1.220254 -0.022105 0.2 -0.9 -0.1
O 3.865499 1.314035 0.179424 0.1 0.2 0.0
C 1.831522 2.455484 0.069429 -0.1 0.7 0.0
C 2.440138 3.634485 0.492716 0.1 -0.1 0.0
C 1.691535 4.790719 0.547785 -0.1 0.0 0.0
C 0.352026 4.741481 0.179830 0.1 0.0 0.0
C -0.175354 3.526839 -0.215097 -0.1 0.0 -0.1
N 0.549696 2.412351 -0.274377 -0.4 -0.8 0.2
C -1.875059 -2.710663 -0.334573 -0.5 0.0 0.0
C -2.864240 -3.609657 0.068279 0.1 -0.1 0.1
C -4.179024 -3.353224 -0.260071 0.0 0.1 -0.1
C -4.471432 -2.202751 -0.985328 0.0 -0.1 0.1
C -3.424788 -1.365566 -1.326511 0.0 0.1 0.0
N -2.154620 -1.608419 -1.014316 -0.2 0.0 -0.3
H 1.757347 -4.414471 -0.419119 0.0 0.0 0.0
H 4.164431 -4.671763 -0.859185 0.0 0.0 0.0
H 5.598480 -2.654076 -1.076429 0.0 0.0 0.0
H 4.618022 -0.428581 -0.803228 0.0 0.0 0.0
H 3.484967 3.598808 0.764624 0.0 0.0 0.0
H 2.137551 5.721991 0.874641 0.0 0.0 0.0
H -0.271545 5.625056 0.204572 0.0 0.0 0.0
H -1.221067 3.423464 -0.475548 0.0 0.0 0.0
H -2.558024 -4.489623 0.616515 0.0 0.0 0.0
H -4.967998 -4.034579 0.034707 0.0 0.0 0.0
H -5.485900 -1.959873 -1.272874 0.0 0.0 0.0
H -3.613497 -0.439134 -1.858930 0.0 0.0 0.0
C -3.283621 3.223455 4.477530 0.0 0.0 0.0
C -2.593696 3.309577 3.131992 0.0 0.0 0.0
O -1.472633 2.417310 3.080076 -0.1 0.1 -0.1
P -1.590916 1.019610 2.305049 0.2 -0.3 -0.1
S 0.189196 0.153407 2.307804 -0.2 0.2 0.6
S -2.346786 1.170105 0.459031 -0.3 -0.1 0.4
O -2.655000 0.285970 3.275252 0.0 0.0 -0.1
C -3.218370 -0.981067 2.880799 0.0 0.0 0.0
C -2.410022 -2.143196 3.418334 0.0 0.0 0.0
H -4.127672 3.915726 4.508983 0.0 0.0 0.0
H -2.589826 3.482888 5.277934 0.0 0.0 0.0
H -3.649399 2.212045 4.648379 0.0 0.0 0.0
H -2.187528 4.308034 2.962620 0.0 0.0 0.0
H -3.283176 3.081664 2.315491 0.0 0.0 0.0
H -3.293214 -1.018979 1.791242 0.0 0.0 0.0
H -4.229273 -0.979917 3.290939 0.0 0.0 0.0
H -1.411829 -2.153789 2.982688 0.0 0.0 0.0
H -2.908596 -3.079265 3.158645 0.0 0.0 0.0
H -2.324975 -2.079787 4.504064 0.0 0.0 0.0
```
Forces are in eV/Å.

Here are the Mulliken charges for atoms 1 to 4, given in e: number 1, Rh, carries 0.17; number 2, O, carries -0.79; number 3, C, carries 0.08; number 4, N, carries -0.05



Here is C8H8N2O in the gas phase at a distorted geometry from the Open Molecules 2025 dataset. Energies are from the ωB97M-V functional and the def2-TZVPD basis.

As for the energy above the lowest of the compared OMol25 structures with the same formula, charge and spin: 174.9 kcal/mol. The LUMO energy is 0.0183 Ha. Its HOMO-LUMO gap is 0.3176 hartree. The total energy is -13446.6458 eV.

The geometry in XYZ format:
```
19
Properties=species:S:1:pos:R:3:forces:R:3
C -1.153098 -1.461420 2.488540 0.8 0.2 -0.2
C -0.857103 -0.800528 0.336854 -3.0 0.5 1.1
C -1.014711 -1.137786 -1.018234 4.7 4.0 -0.1
C -0.248586 -0.496070 -2.011300 -0.5 1.0 1.0
C 0.674073 0.578607 -1.512757 -2.7 -6.1 -5.6
C 1.689957 1.983674 -0.027153 -3.0 -3.5 -2.6
C 0.707349 0.770042 -0.260976 0.8 5.8 9.1
C -0.231477 0.459141 0.715978 -1.3 -2.6 0.9
H 0.109068 -1.100829 2.275594 -3.9 -1.3 1.3
H -1.847142 -0.479599 2.549993 2.0 -2.1 2.1
H -1.161160 -2.487580 3.262964 -0.6 3.5 -2.3
H -1.655491 -1.871505 -1.206915 -2.6 -3.0 -1.1
H -0.568345 -0.709545 -3.048170 0.9 0.4 0.5
H 1.783699 1.371388 -2.915301 1.1 1.3 -7.4
H 2.127608 2.353873 0.828244 0.3 1.1 1.8
H -0.373124 1.207277 1.623660 0.4 -2.5 -1.7
N 1.662352 1.258109 -2.038741 0.7 2.8 4.8
N 2.085288 2.314287 -1.192921 1.7 -1.5 -1.5
O -1.729158 -1.751536 1.150641 4.1 2.2 -0.3
```
Forces are in eV/Å.

Here are the Mulliken charges for atoms 1 to 4, given in e: number 1, C, carries -0.54; number 2, C, carries 0.46; number 3, C, carries -0.55; number 4, C, carries -0.68